Here is 10 unconnected molecules or ions with the total composition C55H121Br2N11O2 in a non-equilibrium geometry from OMol25. Energies are from ωB97M-V/def2-TZVPD.

Atoms and positions in Å:
C: 4.665 0.691 -0.190
C: 5.171 1.968 0.545
N: 6.360 2.542 -0.071
C: 7.663 2.126 0.065
C: 8.442 2.887 -0.760
N: 7.593 3.648 -1.520
C: 6.343 3.412 -1.112
C: 8.020 4.568 -2.567
H: 5.524 0.065 -0.424
H: 4.162 0.973 -1.114
H: 3.933 0.287 0.509
H: 5.336 1.802 1.609
H: 4.367 2.706 0.579
H: 7.959 1.466 0.864
H: 9.510 2.928 -0.903
H: 5.429 3.910 -1.391
H: 8.364 4.030 -3.446
H: 8.793 5.201 -2.134
H: 7.157 5.205 -2.749
C: -5.980 -2.971 8.398
C: -4.706 -3.652 8.789
N: -4.242 -4.742 7.930
C: -4.940 -5.918 7.701
C: -4.202 -6.662 6.833
N: -3.090 -5.906 6.472
C: -3.231 -4.720 7.080
C: -2.104 -6.239 5.460
H: -6.421 -2.265 9.098
H: -6.711 -3.782 8.308
H: -5.972 -2.466 7.431
H: -4.852 -4.093 9.778
H: -3.889 -2.957 8.990
H: -5.800 -6.147 8.308
H: -4.351 -7.667 6.476
H: -2.574 -3.871 6.971
H: -1.282 -5.533 5.519
H: -2.603 -6.239 4.491
H: -1.799 -7.254 5.714
C: 0.111 -2.750 -3.484
C: 1.157 -1.856 -4.180
N: 1.738 -2.425 -5.395
C: 1.717 -1.886 -6.658
C: 2.513 -2.662 -7.457
N: 2.794 -3.796 -6.716
C: 2.464 -3.568 -5.455
C: 3.571 -4.971 -7.161
H: -0.915 -2.392 -3.601
H: 0.197 -2.876 -2.408
H: 0.048 -3.718 -3.986
H: 1.934 -1.554 -3.475
H: 0.715 -0.879 -4.376
H: 1.089 -1.042 -6.887
H: 2.612 -2.641 -8.530
H: 2.594 -4.235 -4.620
H: 2.915 -5.831 -7.296
H: 4.255 -5.361 -6.408
H: 4.101 -4.698 -8.067
C: -2.601 2.765 2.956
C: -3.328 1.411 2.755
C: -2.661 0.545 1.671
C: -1.361 -0.075 2.185
N: -0.847 -1.255 1.312
C: -1.641 -2.505 1.612
C: -0.756 -3.371 2.512
C: 0.712 -2.983 2.132
C: 0.619 -1.597 1.546
C: -1.060 -0.937 -0.203
H: -2.771 3.487 2.154
H: -1.520 2.596 2.939
H: -2.906 3.238 3.886
H: -4.375 1.577 2.497
H: -3.410 0.782 3.645
H: -2.445 1.149 0.785
H: -3.276 -0.310 1.380
H: -1.536 -0.623 3.116
H: -0.596 0.699 2.231
H: -1.798 -3.068 0.689
H: -2.625 -2.205 1.970
H: -0.918 -4.420 2.270
H: -0.964 -3.181 3.565
H: 1.101 -3.713 1.417
H: 1.356 -2.968 3.009
H: 1.233 -1.482 0.651
H: 1.002 -0.855 2.250
H: -0.342 -0.121 -0.305
H: -2.118 -0.745 -0.330
H: -0.676 -1.804 -0.729
C: -2.700 3.748 -2.475
C: -1.862 2.428 -2.643
C: -2.119 1.704 -3.984
C: -3.581 1.251 -4.130
N: -3.930 0.247 -5.220
C: -3.207 -1.115 -5.168
C: -2.463 -1.345 -6.467
C: -3.211 -0.380 -7.411
C: -3.578 0.816 -6.594
C: -5.440 -0.006 -5.123
H: -2.168 4.627 -2.823
H: -2.996 3.759 -1.429
H: -3.593 3.562 -3.069
H: -2.004 1.696 -1.841
H: -0.779 2.580 -2.569
H: -1.367 0.976 -4.287
H: -2.000 2.536 -4.690
H: -4.331 2.031 -4.243
H: -3.840 0.784 -3.175
H: -3.863 -1.970 -5.024
H: -2.562 -1.060 -4.293
H: -2.629 -2.386 -6.738
H: -1.382 -1.199 -6.403
H: -4.134 -0.889 -7.698
H: -2.691 -0.177 -8.345
H: -4.431 1.319 -7.041
H: -2.713 1.448 -6.406
H: -5.635 -0.889 -5.721
H: -6.056 0.865 -5.334
H: -5.629 -0.224 -4.071
C: -2.181 6.304 0.515
C: -1.011 7.233 0.861
C: -1.378 8.734 0.922
C: -1.318 9.379 -0.458
N: -1.110 10.898 -0.468
C: -0.813 11.508 -1.895
C: 0.424 12.429 -1.762
C: 0.530 12.594 -0.253
C: 0.159 11.253 0.291
C: -2.347 11.582 0.114
H: -3.067 6.546 1.102
H: -1.933 5.276 0.791
H: -2.444 6.287 -0.544
H: -0.158 6.969 0.235
H: -0.826 6.993 1.911
H: -0.583 9.235 1.477
H: -2.337 8.871 1.415
H: -2.198 9.155 -1.064
H: -0.499 8.962 -1.048
H: -1.671 12.122 -2.160
H: -0.771 10.624 -2.524
H: 0.441 13.402 -2.246
H: 1.220 11.851 -2.239
H: -0.211 13.359 -0.019
H: 1.528 12.965 -0.027
H: 0.112 11.253 1.379
H: 0.858 10.465 0.005
H: -2.000 12.534 0.508
H: -2.704 11.002 0.961
H: -3.107 11.723 -0.647
C: -0.789 -8.165 -1.431
N: -0.292 -7.074 -0.511
C: 1.209 -7.114 -0.405
C: -0.733 -5.737 -1.042
C: -0.733 -7.380 0.921
C: -2.218 -7.703 1.095
O: -2.502 -9.086 0.957
H: -0.375 -9.103 -1.063
H: -0.310 -7.938 -2.381
H: -1.868 -8.261 -1.441
H: 1.596 -6.217 0.086
H: 1.581 -6.872 -1.404
H: 1.563 -8.010 0.090
H: -1.805 -5.813 -0.864
H: -0.519 -5.524 -2.085
H: -0.347 -4.914 -0.441
H: -0.424 -6.581 1.595
H: -0.142 -8.230 1.263
H: -2.835 -7.099 0.423
H: -2.508 -7.383 2.098
H: -3.313 -9.141 0.438
C: 4.611 -3.747 3.230
N: 5.523 -2.551 3.358
C: 6.027 -2.503 4.800
C: 6.793 -2.742 2.517
C: 4.887 -1.220 2.989
C: 3.882 -0.618 3.992
O: 2.887 -1.503 4.436
H: 5.118 -4.706 3.263
H: 4.108 -3.632 2.267
H: 3.806 -3.602 3.944
H: 5.116 -2.378 5.377
H: 6.758 -1.708 4.902
H: 6.379 -3.519 4.955
H: 6.432 -2.890 1.498
H: 7.206 -3.687 2.855
H: 7.389 -1.839 2.571
H: 4.421 -1.400 2.019
H: 5.719 -0.524 2.881
H: 3.373 0.225 3.511
H: 4.468 -0.059 4.728
H: 3.128 -1.808 5.319
Br: -3.507 -1.868 4.762
Br: -3.618 -2.845 -1.737

**Energy**: -219509.27681 eV
**LUMO energy**: -11.0 eV
**HOMO level**: -16.1 eV
**Spin multiplicity**: 1
**Charge**: +6
**Kohn-Sham gap**: 5.10 eV